(1)
This record from the Open Molecules 2025 dataset describes C16H28BNO32S6 as an isolated structure. The level of theory is wB97M-V/def2-TZVPD.

Last column: Löwdin charge in e.
Atoms and positions in Å:
N  -3.57484  -3.31989  -1.86079  0.31
H  -3.44773  -4.19327  -2.37870  0.15
H  -3.91494  -2.56814  -2.46717  0.16
H  -2.58685  -3.01435  -1.69692  0.11
H  -4.11685  -3.46450  -1.01206  0.16
O  -0.93248  -3.76067  -2.56512  0.12
C  -0.30051  -2.80036  -2.23752  -0.38
O  -0.86136  -1.66052  -1.91674  0.22
B  0.13515  -0.80583  -1.21247  -0.88
O  1.41435  -1.49924  -1.42272  0.24
C  1.21396  -2.71331  -1.92128  -0.39
O  1.99798  -3.57047  -2.16249  0.20
O  0.11272  0.54146  -1.80219  0.25
C  -0.03216  1.44366  -0.87035  -0.37
O  -0.19166  2.61861  -1.05140  0.14
C  -0.14863  0.69142  0.48776  -0.36
O  -0.13918  -0.60989  0.19995  0.20
O  -0.11604  1.16002  1.56721  0.20
C  -1.67393  3.68967  -5.19569  -0.17
C  -1.13063  2.77148  -4.09725  -0.18
O  -1.14695  1.49799  -4.71141  -0.18
S  -0.89062  1.58706  -6.27548  0.58
O  -1.87244  0.84296  -6.95683  -0.21
O  0.47340  1.36395  -6.53308  -0.20
O  -1.21186  3.14237  -6.41126  -0.17
H  -1.29761  4.70543  -5.08238  0.13
H  -2.75712  3.75258  -5.07357  0.13
H  -1.81861  2.85560  -3.25373  0.13
H  -0.18215  3.04303  -3.63469  0.12
C  2.36702  4.34089  -0.20409  -0.19
C  3.24210  5.48231  0.32824  -0.16
O  2.61869  5.84054  1.56002  -0.18
S  2.09350  4.54312  2.29081  0.58
O  0.88391  4.80798  2.96588  -0.20
O  3.15622  3.91169  2.96473  -0.20
O  1.85561  3.69179  0.94288  -0.20
H  2.88487  3.69445  -0.90741  0.14
H  1.56323  4.81283  -0.78340  0.12
H  3.36443  6.31831  -0.34827  0.13
H  4.23450  5.09056  0.57908  0.13
C  0.90446  -2.72947  2.69691  -0.12
C  1.75698  -2.37844  1.47078  -0.15
O  3.10667  -2.58716  1.89750  -0.16
S  3.22071  -2.05338  3.38683  0.58
O  3.23315  -0.64148  3.41511  -0.20
O  4.25172  -2.70977  4.06806  -0.19
O  1.79123  -2.61041  3.83375  -0.20
H  0.51168  -3.74436  2.68444  0.13
H  0.09854  -2.00417  2.81684  0.12
H  1.60167  -1.33183  1.20846  0.11
H  1.57580  -2.99414  0.59670  0.12
C  -2.84412  4.24685  2.71289  -0.12
C  -3.50646  3.71465  1.47739  -0.13
O  -3.69851  2.29080  1.79861  -0.20
S  -4.26925  2.26945  3.27436  0.54
O  -3.76093  1.18841  4.01509  -0.21
O  -5.65701  2.47124  3.25720  -0.21
O  -3.57768  3.59347  3.77682  -0.18
H  -2.96071  5.31891  2.82567  0.14
H  -1.81474  3.91722  2.80773  0.12
H  -2.94713  3.80708  0.56248  0.13
H  -4.53887  4.07312  1.41186  0.13
C  0.39377  -6.91763  -3.81283  -0.17
C  1.52360  -7.07467  -2.81462  -0.20
O  2.70619  -6.92697  -3.55090  -0.16
S  2.49591  -7.38551  -5.07196  0.60
O  3.03054  -8.67151  -5.29140  -0.21
O  2.87865  -6.31221  -5.91005  -0.21
O  0.90780  -7.51565  -5.00495  -0.18
H  0.06417  -5.89004  -3.97839  0.12
H  -0.47929  -7.48761  -3.49204  0.13
H  1.45163  -8.06529  -2.34606  0.13
H  1.42076  -6.41540  -1.95381  0.13
C  0.63875  0.20287  4.99363  -0.15
C  -0.74125  0.82335  4.88374  -0.19
O  -0.53922  2.20323  5.17179  -0.19
S  0.65334  2.40673  6.21309  0.58
O  0.02315  2.60381  7.45308  -0.21
O  1.59884  3.34524  5.74270  -0.21
O  1.27091  0.94039  6.05783  -0.17
H  1.15217  0.38156  4.05091  0.11
H  0.50307  -0.82817  5.29908  0.13
H  -1.46556  0.43382  5.60802  0.13
H  -1.23167  0.78180  3.91757  0.10

Calculated values
HOMO-LUMO gap: 8.3 eV
HOMO level: -10.327 eV
LUMO level: -2.0 eV

=====

(2)
This record from the Open Molecules 2025 dataset describes C16H28Cl2MnN6O5PS as an isolated structure. The level of theory is wB97M-V/def2-TZVPD.

Last column: natural (NBO) charge in e.
Atoms and positions in Å:
Mn  -0.54757  0.43521  0.18541  0.80
N  -0.88188  2.51778  0.93261  -0.83
C  -1.58090  2.52676  2.23447  -0.22
C  -3.03283  2.09421  2.12744  -0.42
C  -3.20321  0.61738  1.82884  -0.21
N  -2.62228  0.29066  0.50938  -0.83
H  0.08036  2.78764  1.10722  0.40
H  -1.28696  3.21511  0.31537  0.38
H  -1.52332  3.51469  2.69644  0.20
H  -1.03913  1.83933  2.88444  0.21
H  -3.54727  2.68827  1.36189  0.20
H  -3.53799  2.32078  3.06739  0.24
H  -4.26163  0.35053  1.86084  0.20
H  -2.68728  0.01440  2.57934  0.20
H  -3.06039  0.87924  -0.19553  0.38
H  -2.84037  -0.67244  0.27526  0.37
Cl  2.69879  -2.64198  6.11826  0.03
C  2.08644  -1.68650  4.81176  -0.08
C  2.55559  -0.36689  4.65600  -0.17
C  2.09542  0.41614  3.63759  -0.12
Cl  2.66094  2.04060  3.46258  0.02
C  1.13478  -0.05257  2.68697  0.49
O  0.72950  0.72357  1.76211  -0.77
C  0.68676  -1.39563  2.87236  -0.33
C  -0.23418  -2.00384  1.97315  0.43
O  -0.70152  -1.52658  0.92192  -0.67
C  1.16672  -2.18821  3.94456  -0.16
H  3.28262  0.02927  5.35233  0.25
H  -0.56064  -3.01812  2.24191  0.15
H  0.79965  -3.20115  4.06079  0.23
C  -1.75932  -2.73656  -4.71456  -0.67
C  -1.71115  -1.28893  -4.40738  0.36
N  -1.91408  -0.32693  -5.24250  -0.23
N  -1.75380  0.80850  -4.50246  -0.36
C  -1.46016  0.58195  -3.22090  0.27
S  -1.14617  1.71701  -2.01883  -0.22
N  -1.44198  -0.77597  -3.14924  -0.22
N  -1.17541  -1.46137  -1.97667  -0.63
H  -1.95663  -2.86108  -5.77561  0.27
H  -2.54942  -3.23716  -4.15254  0.24
H  -0.80944  -3.21542  -4.47208  0.24
H  -1.83401  1.71389  -4.93381  0.44
H  -1.82060  -2.23333  -1.86934  0.38
H  -0.21335  -1.78465  -1.99006  0.40
C  2.67157  -0.31209  -3.19882  -0.26
O  1.51549  -0.32206  -2.33547  -0.86
P  1.58319  0.36849  -0.86902  1.87
O  2.81545  -0.42207  -0.18663  -0.82
C  2.69678  -1.83458  0.00884  -0.26
O  2.40194  1.70585  -1.16966  -0.82
C  2.08467  2.98033  -0.60392  -0.24
H  2.49919  -1.05779  -3.97032  0.19
H  3.57122  -0.55959  -2.63720  0.20
H  2.78181  0.67200  -3.64903  0.20
H  2.96373  -2.36377  -0.90784  0.18
H  1.68363  -2.11125  0.30509  0.17
H  3.38970  -2.11001  0.79913  0.21
H  2.68205  3.71154  -1.13960  0.21
H  2.34594  2.99299  0.45546  0.20
H  1.03099  3.21437  -0.74816  0.17

Calculated values
HOMO-LUMO gap (alpha / beta): 7.5 / 7.5 eV
expectation value of S²: 1.083
spin multiplicity: 2
HOMO level (alpha / beta): -10.305 / -10.282 eV
LUMO level (alpha / beta): -2.8 / -2.8 eV
total charge: +1

=====

(3)
This record from the Open Molecules 2025 dataset describes C16H28ClCu2N4O4 as an isolated structure. The level of theory is wB97M-V/def2-TZVPD.

Last column: natural (NBO) charge in e.
Atoms and positions in Å:
Cu  2.63833  0.98219  2.53739  0.96
Cu  -1.61077  -3.30195  0.49464  0.97
Cl  -0.40002  0.33798  0.57637  2.58
O  -0.81066  0.48331  1.93069  -0.86
O  -0.68003  -1.03211  0.14673  -0.96
O  -1.09887  1.24806  -0.24006  -0.79
O  1.04395  0.49185  0.50256  -0.94
C  -2.19434  1.10620  -3.41280  -0.61
C  -3.68432  0.77621  -3.40758  -0.37
C  -4.19653  0.51052  -1.95943  -0.51
C  -5.64458  0.55118  -1.95824  0.28
N  -6.79109  0.57264  -1.96203  -0.31
H  -2.00247  2.08231  -2.97140  0.21
H  -1.79972  1.08640  -4.42946  0.22
H  -1.63795  0.34007  -2.86884  0.20
H  -3.90550  -0.14195  -3.95149  0.21
H  -4.26567  1.60192  -3.81447  0.22
H  -3.78876  1.25850  -1.27293  0.25
H  -3.73181  -0.39957  -1.57671  0.23
C  4.15024  -4.89191  0.28388  -0.62
C  4.04099  -3.37909  0.14934  -0.37
C  2.68487  -2.75560  0.58048  -0.54
C  1.55511  -3.44788  -0.02556  0.40
N  0.67824  -4.03728  -0.47654  -0.46
H  4.19141  -5.12647  1.34864  0.21
H  5.01257  -5.31331  -0.22534  0.24
H  3.27382  -5.39335  -0.12827  0.22
H  4.18547  -2.97319  -0.86108  0.20
H  4.79883  -2.79432  0.67555  0.22
H  2.59797  -1.67587  0.50511  0.27
H  2.73167  -2.99548  1.65015  0.25
C  3.56381  0.19439  -2.25061  -0.61
C  4.36648  1.42231  -1.82773  -0.39
C  5.46415  1.07127  -0.82235  -0.54
C  4.97992  0.56964  0.47022  0.45
N  4.57098  0.19998  1.48087  -0.54
H  4.21681  -0.53327  -2.74498  0.21
H  2.72122  0.41839  -2.90073  0.24
H  3.18557  -0.37804  -1.39961  0.20
H  3.59460  2.04732  -1.36804  0.22
H  4.72346  1.98696  -2.68528  0.24
H  5.83369  2.06872  -0.55281  0.28
H  6.30849  0.45001  -1.11500  0.27
C  -5.04319  3.14229  2.77374  -0.61
C  -4.01953  2.81561  3.85463  -0.40
C  -3.10417  1.65580  3.53304  -0.52
C  -3.69931  0.30911  3.42800  0.31
N  -4.16774  -0.73715  3.38093  -0.37
H  -5.50953  2.28979  2.27570  0.22
H  -4.54488  3.67936  1.95875  0.20
H  -5.84006  3.81770  3.08159  0.23
H  -4.54305  2.63541  4.79860  0.21
H  -3.50823  3.75627  4.06600  0.22
H  -2.23282  1.52205  4.17608  0.25
H  -2.65706  1.82605  2.54971  0.26

Calculated values
HOMO-LUMO gap: 7.9 eV
HOMO level: -12.845 eV
LUMO level: -4.9 eV
total charge: +1

=====

(4)
This record from the Open Molecules 2025 dataset describes a 2-piece molecular cluster, C16H28N3O7 overall. The level of theory is wB97M-V/def2-TZVPD.

Last column: natural (NBO) charge in e.
Atoms and positions in Å:
O  -3.87504  -0.05212  -6.31005  -0.64
O  0.12387  1.73492  -0.82578  -0.75
O  -1.75409  -3.08840  -5.01243  -0.64
O  1.02239  -0.25140  -1.21588  -0.81
O  1.72130  -1.43587  0.89514  -0.80
O  1.78443  -0.78561  6.22760  -0.74
O  1.73684  -2.03029  3.39746  -0.77
C  -3.79780  0.57427  -5.26340  0.67
C  0.31173  0.72814  -1.54117  0.78
C  -2.46242  -2.25676  -4.45627  0.68
N  -3.63747  -2.67578  -3.96315  -0.61
N  2.62678  1.19223  3.18939  -0.47
N  -2.98066  0.25376  -4.26654  -0.61
C  -4.66208  1.79114  -5.04111  -0.71
C  -4.59476  -1.96703  -3.11465  -0.41
C  -0.40789  0.67039  -2.88956  -0.50
C  3.54063  2.21392  3.71778  -0.20
C  2.83964  0.51176  1.90767  -0.22
C  4.34375  1.65131  4.89304  -0.40
C  3.41893  0.99801  5.93484  -0.41
C  1.56004  -0.30337  1.76804  0.06
C  2.64354  -0.14640  5.27983  0.09
C  1.19613  -0.71793  3.19187  0.09
C  1.80573  0.37074  4.09707  -0.08
C  -1.05794  -0.70695  -3.09025  -0.39
C  -1.95539  -0.80041  -4.33153  -0.13
H  1.52703  -1.08831  -0.03192  0.53
H  1.34713  -1.52504  5.76373  0.48
H  1.87610  -2.37434  2.48533  0.51
H  -3.82958  -3.64338  -4.16637  0.40
H  -2.97088  0.84481  -3.45094  0.40
H  -4.01835  2.65615  -4.89404  0.23
H  -5.28876  1.94514  -5.91771  0.24
H  -5.28314  1.63690  -4.16166  0.22
H  -5.25175  -2.68602  -2.62420  0.20
H  -5.20077  -1.29372  -3.72253  0.19
H  -4.06799  -1.39616  -2.34779  0.20
H  0.29976  0.85691  -3.70051  0.21
H  -1.17104  1.45195  -2.91676  0.19
H  2.95409  3.07236  4.06020  0.17
H  4.21659  2.56538  2.93185  0.20
H  2.95689  1.21620  1.07765  0.21
H  3.71721  -0.14091  1.95272  0.16
H  4.91493  2.45883  5.36011  0.19
H  5.05556  0.90901  4.51838  0.19
H  4.01526  0.60892  6.76509  0.21
H  2.72044  1.74000  6.33416  0.19
H  0.77208  0.35529  1.38389  0.21
H  3.37222  -0.87601  4.90982  0.17
H  0.10869  -0.74743  3.31198  0.16
H  0.99981  0.99678  4.49399  0.18
H  -0.27082  -1.45738  -3.17507  0.25
H  -1.65957  -0.93997  -2.20986  0.19
H  -1.33136  -0.61823  -5.20752  0.23

Calculated values
HOMO-LUMO gap: 7.7 eV
HOMO level: -5.118 eV
LUMO level: 2.6 eV
total charge: -1

=====

(5)
This record from the Open Molecules 2025 dataset describes one molecule with the formula C16H28N4O3. The level of theory is wB97M-V/def2-TZVPD.

Last column: natural (NBO) charge in e.
Atoms and positions in Å:
O  -1.83932  -3.06233  0.58778  -0.64
C  -1.92977  -1.88689  0.29363  0.81
N  -3.09956  -1.31018  -0.11641  -0.47
C  -4.24340  -2.19706  -0.23854  -0.21
C  -4.89193  -2.57187  1.09654  -0.41
C  -5.22762  -1.37683  1.98939  -0.41
C  -3.97482  -0.68753  2.53956  -0.40
C  -3.42201  0.42835  1.64975  -0.41
C  -3.41466  0.07818  0.15459  -0.21
N  -0.83926  -1.01153  0.37541  -0.50
C  0.28761  -1.49474  1.15696  -0.22
C  1.12654  -0.29357  1.58361  -0.22
N  1.57397  0.40847  0.39640  -0.47
C  2.80407  1.01487  0.42947  0.81
O  3.46096  1.10482  1.44688  -0.64
N  3.23434  1.53383  -0.78381  -0.48
C  3.22757  0.73381  -1.99618  -0.25
C  3.23336  1.68550  -3.19551  -0.07
O  4.36049  2.52705  -3.16587  -0.52
C  4.41039  3.27263  -1.96855  -0.08
C  4.42778  2.36297  -0.74022  -0.24
C  0.46232  0.86383  -0.40910  -0.21
C  -0.37002  -0.34992  -0.82654  -0.22
H  -4.97121  -1.70724  -0.89168  0.19
H  -3.89568  -3.11105  -0.72546  0.23
H  -4.20906  -3.23219  1.63308  0.22
H  -5.80265  -3.13414  0.87971  0.21
H  -5.84837  -0.65888  1.44910  0.19
H  -5.81858  -1.74837  2.82954  0.21
H  -4.19442  -0.25536  3.51819  0.21
H  -3.20233  -1.44460  2.68797  0.20
H  -4.01829  1.33463  1.77676  0.20
H  -2.40356  0.64986  1.97307  0.21
H  -2.71563  0.74278  -0.35656  0.20
H  -4.40370  0.26037  -0.27057  0.20
H  0.90515  -2.19432  0.57559  0.19
H  -0.09843  -2.02248  2.02902  0.23
H  0.52336  0.37103  2.21688  0.18
H  2.00537  -0.60825  2.14609  0.24
H  2.36302  0.07414  -2.02527  0.21
H  4.13931  0.11765  -2.03721  0.19
H  3.29253  1.12857  -4.13218  0.20
H  2.31295  2.29161  -3.18863  0.16
H  5.32229  3.86850  -2.02129  0.20
H  3.53837  3.94220  -1.91206  0.16
H  4.41229  2.94829  0.17875  0.24
H  5.33595  1.74442  -0.74865  0.19
H  -0.17179  1.52908  0.19714  0.19
H  0.81652  1.42077  -1.27415  0.22
H  0.26364  -1.03784  -1.41118  0.18
H  -1.20896  -0.05301  -1.45436  0.22

Calculated values
HOMO-LUMO gap: 9.7 eV
HOMO level: -9.062 eV
LUMO level: 0.7 eV
SMILES: O=C(N1CCCCCC1)N1CCN(C(=O)N2CCOCC2)CC1

=====

(6)
This record from the Open Molecules 2025 dataset describes C16H28N6S2Si2Zr as an isolated structure. The level of theory is wB97M-V/def2-TZVPD.

Last column: natural (NBO) charge in e.
Atoms and positions in Å:
Zr  0.90441  -0.64815  -0.99590  2.08
C  3.07674  -0.69407  4.02681  -0.68
C  3.69710  -0.51816  2.69432  0.37
N  4.95466  -0.38304  2.43827  -0.19
N  5.03521  -0.25322  1.08178  -0.33
C  3.85948  -0.30024  0.47113  0.27
S  3.54205  -0.17065  -1.19555  -0.11
N  2.98563  -0.47461  1.49816  -0.23
N  1.60422  -0.62395  1.31713  -0.65
H  3.86717  -0.71769  4.77249  0.29
H  2.51975  -1.63083  4.08450  0.25
H  2.40477  0.13357  4.26144  0.25
H  5.93637  -0.13971  0.63941  0.46
H  1.11059  0.07918  1.87095  0.43
H  1.33027  -1.54865  1.65444  0.43
C  -3.87588  0.03861  0.76504  -1.13
Si  -2.05804  -0.29984  0.93166  1.70
C  -1.81567  -2.13519  1.24866  -1.13
C  -1.32289  0.68938  2.36472  -1.14
C  -1.07918  0.20561  -0.60620  -1.44
C  -0.52030  1.59667  -0.62670  0.28
C  -1.20548  2.80327  -0.53361  -0.27
C  -0.48016  3.98134  -0.57604  -0.09
C  0.90777  3.94959  -0.71971  -0.23
C  1.53187  2.72839  -0.81360  0.07
N  0.82461  1.58559  -0.76252  -0.66
Si  -1.66229  -0.28468  -2.34048  1.66
C  -0.05131  -0.02213  -3.38913  -1.12
C  -2.01098  -2.10883  -2.35084  -1.13
C  -3.01506  0.75279  -3.04204  -1.11
H  -4.39604  -0.30388  1.66326  0.27
H  -4.31109  -0.49726  -0.08187  0.25
H  -4.09786  1.10083  0.64336  0.25
H  -1.85917  -2.33721  2.32180  0.26
H  -0.88206  -2.56375  0.86990  0.23
H  -2.61794  -2.71839  0.79155  0.27
H  -2.08603  1.31988  2.82550  0.28
H  -0.51695  1.37430  2.07956  0.22
H  -0.96316  0.02759  3.15836  0.24
H  -2.28201  2.80490  -0.42640  0.25
H  -0.99115  4.93266  -0.50107  0.25
H  1.48652  4.86071  -0.76194  0.26
H  2.60218  2.62572  -0.93820  0.23
H  0.82702  -0.69502  -3.24744  0.20
H  0.32782  1.00216  -3.37975  0.28
H  -0.27737  -0.28140  -4.42603  0.32
H  -1.16723  -2.73304  -2.03887  0.25
H  -2.28359  -2.43246  -3.35838  0.28
H  -2.84374  -2.35361  -1.68802  0.27
H  -2.78469  1.81853  -3.02842  0.26
H  -3.92637  0.58984  -2.46387  0.27
H  -3.20928  0.45814  -4.07521  0.27
S  2.23748  -5.20985  -0.61896  0.25
C  1.71719  -3.76070  -0.70975  0.20
N  1.30209  -2.61902  -0.77768  -0.98

Calculated values
HOMO-LUMO gap: 7.8 eV
HOMO level: -14.923 eV
LUMO level: -7.1 eV
total charge: +2